Below is C31H77N7O17P2 as an isolated structure, with properties calculated with ωB97M-V with the def2-TZVPD basis set.

The geometry in XYZ format:
```
134
Properties=species:S:1:pos:R:3:forces:R:3:mulliken_charge:R:1
C -0.7224 -3.6870 -1.3989 -1.620 -1.251 -0.602 -0.508
C -0.4812 -5.2406 -1.3450 -1.838 -0.569 2.138 -0.858
O -1.2085 -5.9520 -0.3763 1.786 0.151 -2.610 -0.891
H -1.7796 -3.4328 -1.4752 0.347 -0.503 0.032 0.391
H -0.3143 -3.2859 -2.3266 -0.562 -0.363 0.228 0.485
H -0.3614 -3.1676 -0.5112 0.099 -1.803 -1.338 0.242
H 0.5949 -5.2829 -1.1767 1.108 -0.378 -0.010 0.043
H -0.6673 -5.6492 -2.3383 0.042 -0.001 -0.940 0.197
C 0.0581 -1.2136 -0.0688 -5.046 0.310 2.171 1.068
C -0.6556 -0.0125 0.6418 2.389 -1.577 1.013 1.475
O -1.3308 -0.2153 1.8484 0.862 0.223 -4.748 -0.384
H -0.5119 -2.1133 0.1630 0.329 1.625 -0.528 -1.543
H 1.0903 -1.4438 0.1953 -3.630 -0.316 0.718 0.057
H 0.0629 -1.0534 -1.1469 -1.181 0.288 1.829 0.175
H -1.1707 0.6275 -0.0745 -1.781 -2.407 1.648 -0.374
H 0.1757 0.6893 0.7093 -1.366 -2.604 1.890 -0.165
C 4.5758 2.1369 1.6074 0.199 -0.276 0.516 -1.197
C 3.7353 1.5354 0.4620 1.995 2.115 -1.091 0.293
O 3.6467 2.1785 -0.5748 0.366 0.383 -0.461 -0.649
N 3.0908 0.4220 0.6242 -0.153 -0.736 0.258 0.436
C 2.2546 -0.2431 -0.3798 3.683 -0.344 4.130 -1.637
H 3.8927 2.8508 2.0676 1.026 -0.059 -0.029 0.218
H 5.4824 2.6406 1.2720 -0.466 0.267 -0.652 0.418
H 4.9829 1.5487 2.4298 -0.543 -0.881 -0.070 0.346
H 3.4588 -0.1463 1.3737 -0.882 1.333 -0.427 0.732
H 1.2221 0.1049 -0.3507 1.633 -0.923 1.163 0.249
H 2.1106 -1.2718 -0.0495 3.101 0.914 -0.380 1.504
H 2.4997 -0.2389 -1.4419 2.585 0.315 3.902 -0.644
C -3.9753 -0.8549 2.3516 0.530 -0.058 -0.192 -0.681
C -4.2239 -0.2388 0.9802 -1.442 -0.136 1.197 0.708
O -5.2434 -0.4614 0.3472 -0.834 0.336 -0.434 -0.774
N -3.3026 0.6345 0.6175 -0.277 0.917 -0.738 0.762
C -3.2478 1.4576 -0.5473 -0.528 0.576 4.377 -0.951
H -4.5804 -0.3811 3.1246 -0.295 -0.024 -0.105 0.249
H -2.9152 -0.6855 2.5404 -0.716 -0.248 0.602 0.091
H -4.1051 -1.9356 2.2939 -0.442 0.214 0.196 0.405
H -2.4667 0.6722 1.1831 -0.778 -0.652 0.009 -1.004
H -3.0285 2.5057 -0.3437 -0.444 0.239 1.168 -0.192
H -4.1166 1.4317 -1.2051 -0.257 -0.477 1.555 1.029
H -2.3657 1.1306 -1.0979 -1.023 0.215 3.305 -0.965
C 0.4848 1.8431 3.6802 0.600 -0.400 -0.203 -0.102
C -0.9320 2.3287 3.8943 -0.861 0.791 -0.752 0.050
O -1.1883 3.1430 4.7856 -0.258 -0.719 -0.595 -0.794
N -1.8351 1.8497 2.9416 1.563 2.548 2.520 0.584
C -3.1569 2.3458 2.7658 -1.249 0.582 0.654 -1.262
H 0.9552 1.4334 4.5740 -0.384 0.149 0.316 0.477
H 1.1708 2.6234 3.3507 -0.506 0.410 0.011 -0.097
H 0.5050 0.9985 2.9916 0.142 1.207 0.115 0.471
H -1.4290 1.2539 2.2343 -0.102 -0.252 0.404 -0.567
H -3.1723 3.3107 2.2591 0.012 0.223 -0.088 0.351
H -3.7056 2.4704 3.6994 0.376 0.120 0.332 0.253
H -3.7620 1.6505 2.1839 0.338 0.561 0.403 0.532
C -0.6473 -2.8978 2.3889 -1.363 0.472 -1.343 -0.037
C -1.7081 -3.2196 1.3224 -0.554 -3.812 -0.573 0.688
O -1.9072 -4.4129 1.0444 -0.872 2.574 2.119 -0.660
N -2.4258 -2.2450 0.6690 0.878 0.285 -0.473 1.220
C -3.3759 -2.4708 -0.4063 -0.707 -1.420 0.869 -1.902
H -1.2283 -2.4900 3.2161 0.282 -0.648 0.162 0.110
H -0.0238 -2.0635 2.0676 -0.995 -1.462 0.119 -0.722
H -0.0311 -3.7649 2.6266 -0.472 -0.041 -0.070 0.551
H -1.9853 -1.3367 0.7007 -1.159 -0.768 0.209 -0.431
H -4.3514 -2.3603 0.0671 -0.198 0.083 -0.840 0.493
H -3.3556 -3.4881 -0.7973 0.256 -0.119 0.438 0.841
H -3.2233 -1.8352 -1.2786 -0.196 0.161 0.625 0.706
C 0.9812 1.9927 0.2651 3.949 -0.087 6.452 0.793
C 1.4514 3.4259 0.2813 0.335 0.540 -0.984 -0.039
O 1.1965 4.1203 -0.6874 0.299 1.171 0.489 -0.675
N 2.2345 3.8369 1.3220 -0.804 -0.160 1.180 0.341
C 2.6007 5.1911 1.6113 -0.543 1.331 -1.297 -1.179
H 1.4462 1.3780 -0.5057 0.159 2.603 1.032 0.087
H -0.0466 1.7181 0.0281 1.981 0.971 4.283 1.507
H 1.1180 1.5437 1.2488 1.385 0.710 0.213 -0.436
H 2.3904 3.2032 2.0929 -0.836 0.018 -0.456 -0.607
H 2.3487 5.7681 0.7215 0.510 -0.095 -0.397 0.362
H 3.6533 5.3458 1.8484 0.047 -0.323 -0.054 0.314
H 1.9915 5.7488 2.3227 -0.167 -0.685 0.742 0.363
C 1.6450 0.3897 -2.6143 -1.087 2.888 -3.160 -1.939
C 0.4556 -0.1237 -3.2920 0.208 -3.050 -4.816 0.786
O 0.6045 -0.6480 -4.4585 -0.735 1.835 2.118 -0.846
N -0.7106 -0.2204 -2.6486 0.006 -0.136 -0.615 1.918
C -1.9663 -0.7084 -3.1708 1.095 -3.369 -3.004 -1.703
H 2.5214 -0.2423 -2.7581 -1.095 1.097 -1.489 1.063
H 1.4700 0.4650 -1.5411 -0.889 1.785 -3.900 -0.407
H 1.9377 1.2512 -3.2146 -0.188 0.872 0.617 0.527
H -0.6848 0.0916 -1.6884 -0.683 -0.670 -1.463 0.742
H -2.7075 -0.7025 -2.3716 0.929 -2.350 -0.975 0.263
H -1.9076 -1.6049 -3.7881 0.867 -0.854 0.669 0.118
H -2.3417 0.0116 -3.8980 0.346 -1.008 -0.549 0.658
C 1.6382 -0.8931 2.3350 -0.140 0.288 1.158 1.286
C 0.8831 -1.2490 3.6310 1.860 0.521 0.318 -0.322
O 1.4391 -2.0050 4.4226 -0.037 -0.246 0.736 -0.844
N -0.2711 -0.6459 3.7618 0.152 -0.326 4.205 1.476
C -1.1512 -0.7113 4.9061 1.325 -1.089 1.025 -1.243
H 2.6317 -1.3408 2.3112 -0.873 -0.851 0.698 -0.154
H 1.9046 0.1469 2.1461 -1.029 -0.137 1.005 0.899
H 1.0168 -1.2087 1.4970 1.145 0.371 1.201 -0.590
H -0.7276 -0.2742 2.9411 0.185 0.028 -0.840 -1.728
H -2.1738 -0.3544 4.7837 0.350 0.304 -0.608 0.185
H -0.6480 -0.1930 5.7223 -0.330 0.347 0.326 0.417
H -1.2204 -1.7377 5.2666 -0.108 -0.291 0.007 0.452
C 3.9017 -4.3878 -3.7019 0.983 1.046 -1.022 -0.749
O 3.6099 -4.0483 -2.3834 -0.374 2.384 2.614 -0.310
P 3.9331 -2.4651 -1.8681 1.185 -1.876 -2.676 0.930
O 5.2310 -1.8653 -2.3951 -3.124 -1.019 1.163 -0.856
O 2.5987 -1.6390 -2.1597 3.140 -5.858 -2.667 -0.401
C 1.3154 -2.2574 -2.0296 0.129 -1.773 0.448 -1.397
O 3.8054 -2.6684 -0.3295 0.431 0.535 1.720 -0.446
C 4.4363 -1.6739 0.5714 1.520 -2.506 -0.489 -0.912
H 3.5127 -5.3354 -4.0745 -0.132 -0.173 0.901 0.255
H 4.9912 -4.3549 -3.7116 0.111 -0.291 -0.976 0.291
H 3.4834 -3.6275 -4.3616 0.174 0.082 -0.334 0.294
H 0.5618 -1.8493 -2.7030 1.416 -1.185 -0.382 0.869
H 0.8916 -1.9609 -1.0701 2.301 -2.076 -2.117 -0.800
H 1.2610 -3.3434 -1.9536 1.439 0.241 -0.803 1.143
H 5.2534 -2.2725 0.9739 0.425 0.554 0.013 0.359
H 3.8163 -1.4015 1.4255 0.376 -1.705 -0.776 -0.234
H 4.7349 -0.7666 0.0462 0.415 -0.742 -0.096 0.418
C -0.3287 2.0313 -1.4220 -1.990 4.093 -4.541 0.404
O -1.3252 2.9575 -1.9615 -0.525 -1.139 -0.285 -0.306
P -2.5879 2.3178 -2.7101 1.432 0.566 -0.882 0.860
O -2.8086 0.8461 -2.4293 -2.539 8.788 -6.196 -0.278
O -3.7643 3.3743 -2.2400 1.788 -1.658 -1.660 -0.291
C -3.6294 4.6664 -2.7807 -1.520 1.401 -0.641 -0.816
O -2.0791 2.6711 -4.2116 -4.121 1.076 0.988 -0.635
C -0.8139 2.2888 -4.6015 1.427 -1.368 0.828 -0.399
H -0.8499 1.2194 -0.9150 0.315 1.926 -1.682 -1.030
H 0.1856 2.5429 -0.6084 -3.413 2.882 -6.006 -0.518
H 0.3674 1.6080 -2.1461 -0.926 1.540 0.420 -0.004
H -4.0316 5.4018 -2.0838 0.373 -0.192 0.533 0.263
H -4.3680 4.7150 -3.5808 0.363 0.157 -0.571 0.311
H -2.6476 4.9924 -3.1239 0.051 -0.456 0.163 0.303
H -0.4987 2.8858 -5.4573 -0.070 -0.456 -0.028 0.389
H -0.8531 1.2013 -4.6644 0.429 0.141 -1.414 0.436
H -0.1390 2.4053 -3.7536 0.379 0.755 -0.466 0.096
```
Forces are in eV/Å.

Values from the calculation:
Total charge: -2
F_max: 11.0 eV/Å
HOMO level: 0.268 eV
Molar mass: 881.937 g mol⁻¹